# 1
{"formula": "C2H5NOS", "method": "ωB97M-V/def2-TZVPD", "species": ["C", "C", "N", "O", "S", "H", "H", "H", "H", "H"], "positions_angstrom": [[0.957, -0.880, -0.352], [-0.281, -1.687, -0.115], [-0.105, -0.439, -0.844], [-0.131, 1.857, 0.782], [-1.002, 0.529, -1.725], [-0.374, 2.591, 1.865], [1.918, -0.603, -0.113], [-0.433, -2.554, -0.689], [-0.754, -1.444, 0.844], [0.206, 2.630, 0.346]], "gap_ev": 8.046, "charge": 0}

=====

# 2
{"formula": "C2H5NOS", "method": "ωB97M-V/def2-TZVPD", "species": ["N", "C", "C", "O", "S", "H", "H", "H", "H", "H"], "positions_angstrom": [[0.424, 0.846, -1.347], [0.480, 0.283, 0.006], [-0.607, -0.726, 0.266], [-1.037, -1.409, -0.638], [-0.960, -1.071, 2.030], [-0.412, 1.373, -1.470], [0.391, 0.015, -1.986], [1.406, -0.338, 0.180], [0.465, 1.057, 0.711], [-0.150, -0.031, 2.247]], "gap_ev": 10.309, "charge": 0}

=====

# 3
{"formula": "C2H5NOS", "method": "ωB97M-V/def2-TZVPD", "species": ["S", "N", "C", "C", "H", "H", "H", "O", "H", "H"], "positions_angstrom": [[-0.636, -0.255, -1.867], [0.070, 0.552, -0.638], [0.145, 0.774, 0.595], [0.919, 1.622, -0.346], [0.094, 0.423, 1.595], [0.432, 2.620, -0.300], [2.031, 1.705, -0.346], [-1.073, -2.329, 0.686], [-1.219, -1.876, -0.141], [-0.762, -3.235, 0.763]], "gap_ev": [8.391, 8.389], "charge": 0}

=====

# 4
{"formula": "C2H5NOS", "method": "ωB97M-V/def2-TZVPD", "species": ["C", "C", "N", "O", "S", "H", "H", "H", "H", "H"], "positions_angstrom": [[0.812, -0.454, 0.481], [0.393, 0.918, 0.022], [-0.857, 0.498, -0.631], [-2.874, -0.871, -0.057], [-2.135, 0.559, 0.335], [1.287, -1.089, -0.150], [0.390, -1.085, 1.238], [0.166, 1.663, 0.695], [1.086, 1.243, -0.726], [-2.752, -1.139, -1.052]], "gap_ev": [7.916, 8.148], "charge": 0}

=====

# 5
{"formula": "C2H5NOS", "method": "ωB97M-V/def2-TZVPD", "species": ["N", "C", "C", "O", "S", "H", "H", "H", "H", "H"], "positions_angstrom": [[-1.701, 0.104, -0.121], [-0.410, -0.576, 0.175], [0.803, 0.461, 0.149], [0.237, 1.539, 0.069], [2.467, 0.214, 0.008], [-1.444, 0.866, -1.011], [-1.765, 0.930, 0.516], [-0.532, -0.919, 1.264], [-0.178, -1.529, -0.576], [2.522, -1.090, -0.474]], "gap_ev": 10.355, "charge": 0}

=====

# 6
{"formula": "C2H5NOS", "method": "ωB97M-V/def2-TZVPD", "species": ["C", "C", "O", "H", "H", "N", "S", "H", "H", "H"], "positions_angstrom": [[-1.803, 0.553, 0.156], [-1.523, -0.636, -0.129], [-1.413, -1.729, -0.390], [-1.184, 1.024, 0.800], [-2.513, 1.114, -0.331], [1.766, -0.751, 0.208], [1.554, 0.848, -0.430], [0.955, -1.364, 0.068], [1.947, -0.519, 1.191], [2.591, 0.747, -1.103]], "gap_ev": 9.909, "charge": 0}

=====

| no. | energy (a.u.) |
| --- | --- |
| 1 | -607.18913 |
| 2 | -607.37326 |
| 3 | -607.24438 |
| 4 | -607.22988 |
| 5 | -607.31419 |
| 6 | -607.30465 |